The following is a DFT calculation (ωB97M-V/def2-TZVPD) of a cluster of 2 separate species, C5H12O2 in total.

Structure (ORCA input):
```
! RIJCOSX wB97M-V def2-TZVPD def2/J DEFGRID3
* xyz 0 1
C -1.81 -0.55 -1.57
C -0.88 -1.33 -0.64
C 0.36 -0.58 -0.38
O -0.93 1.62 0.55
C 1.22 -0.53 0.78
C 1.76 1.02 0.92
O 1.13 1.78 1.86
H -2.66 -1.17 -1.88
H -2.14 0.35 -1.03
H -1.28 -0.22 -2.47
H -0.55 -2.25 -1.16
H -1.36 -1.63 0.29
H 0.86 -0.27 -1.31
H -1.35 1.38 1.40
H 2.14 -1.08 0.55
H 0.75 -0.95 1.67
H 1.64 1.44 -0.09
H 2.82 0.94 1.15
H 0.26 2.04 1.36
*
```

* energy relative to the best compared isomer or geometry (same formula, charge and spin): 430.7 kJ/mol
* E: -9470.672 eV
* E_HOMO (alpha / beta): -0.319 / -0.319 Ha